{"formula": "C22H88N44O22", "method": "the ωB97M-V functional and the def2-TZVPD basis", "symbols": ["O", "H", "N", "O", "H", "N", "H", "N", "H", "C", "H", "C", "H", "H", "C", "H", "C", "H", "H", "H", "C", "H", "H", "N", "H", "H", "N", "H", "N", "H", "H", "N", "O", "N", "N", "C", "H", "N", "O", "H", "H", "H", "O", "O", "H", "H", "H", "H", "O", "N", "H", "H", "H", "H", "H", "H", "H", "O", "O", "H", "O", "H", "C", "C", "N", "H", "C", "N", "N", "H", "N", "C", "H", "H", "N", "H", "H", "N", "H", "H", "C", "N", "N", "N", "H", "H", "H", "H", "N", "H", "N", "H", "N", "N", "H", "H", "O", "N", "O", "O", "H", "C", "N", "O", "N", "H", "N", "H", "N", "H", "O", "N", "H", "C", "N", "C", "H", "C", "H", "H", "O", "H", "O", "N", "H", "H", "C", "O", "C", "N", "H", "H", "H", "N", "H", "N", "H", "H", "H", "N", "N", "H", "N", "N", "H", "N", "O", "H", "O", "O", "N", "H", "H", "H", "H", "H", "H", "H", "C", "N", "H", "H", "C", "H", "H", "N", "N", "O", "H", "H", "C", "H", "C", "C", "H", "H"], "xyz": [[-3.05757, -2.78811, 1.67148], [7.94441, -1.14566, 2.39346], [-1.67197, -3.31164, -3.87176], [1.83269, -4.84387, -5.44475], [0.22492, -2.54842, 1.40577], [2.37931, -2.13426, -4.48010], [2.71876, -5.53812, -2.55789], [3.58342, 2.52984, -4.61117], [-3.54804, -0.47211, 2.51736], [6.79089, -1.23034, 0.81387], [-2.49035, -0.50310, -2.01971], [2.15555, -0.86160, -4.78648], [3.92690, -2.32601, -1.58662], [3.99893, -5.16999, -5.65262], [-0.72917, 2.42104, 5.69222], [4.11796, -6.16001, -0.22118], [2.64112, 0.36873, 3.70540], [-7.22988, 1.02420, 4.97796], [-1.45407, 0.46817, 0.36253], [0.42259, 2.13495, 4.10026], [-4.00974, -2.47105, 2.40032], [3.02391, -2.80376, -0.26130], [1.78536, -1.38646, 3.56248], [-3.04173, 3.65175, 2.84290], [-1.38401, -2.94440, 1.83009], [-3.39113, 3.85763, 0.52131], [3.57555, -5.30378, -0.31626], [2.82072, 4.89695, -0.24745], [7.10324, -2.52294, 0.53557], [0.88221, 1.78566, -5.01254], [-0.85396, 7.43259, 0.64493], [-2.75166, -0.19822, 5.69562], [-1.99592, -5.42279, 3.66109], [-0.77684, 3.54918, -5.61499], [-4.27844, -1.18536, 2.65795], [-3.33457, 2.60586, 2.03376], [-3.74014, -2.29646, -1.23501], [-0.71225, 0.50931, 1.01336], [-5.33799, 5.28720, -2.38240], [-4.84959, 0.68684, 5.57328], [3.85083, 3.23527, -3.92455], [-4.60094, 2.17605, -2.28392], [-3.82227, -2.04844, 6.53790], [1.25485, 1.81813, 0.88035], [4.88954, 0.69365, -0.39238], [3.72551, 2.10901, -0.16581], [-1.89663, -5.23160, 1.47151], [1.95419, 3.44510, 0.02368], [4.60358, 3.60446, -1.52471], [1.67038, -0.75367, -6.02825], [1.75675, 0.62750, -0.90838], [-4.54983, -4.34772, 2.61921], [4.55960, -5.58477, -4.15927], [-2.42895, -3.10618, 5.65502], [-6.02177, 3.44358, 1.99240], [0.38421, -0.46430, -1.01516], [-1.10757, 2.94434, 3.76509], [2.45556, 0.10229, -4.00500], [-2.57713, 5.41920, 0.67940], [-3.62873, 4.50314, 2.67533], [-1.67735, -2.50799, -1.85274], [1.33428, -4.66889, -3.26124], [-1.99274, -3.48149, -2.57298], [0.44644, 1.00685, 0.44559], [-3.78776, 2.97727, 0.84246], [-1.15060, 1.03783, 1.76956], [2.53265, -5.33221, -4.52500], [-3.13546, 0.14693, -1.60299], [-6.39417, 3.46531, -1.26422], [-1.92967, 4.10409, -1.48101], [-6.80653, 2.89434, 2.28359], [5.88276, -2.07479, -2.91369], [3.51666, -1.52510, 3.47020], [-1.53598, -4.14109, -4.47210], [0.31011, 2.12182, -4.29364], [2.48112, -2.35764, -3.47274], [-5.02725, -0.90644, 3.26330], [4.99295, -1.10872, -2.62333], [-0.23233, 6.70468, -0.77433], [-0.45897, 4.96420, -1.74473], [-1.62610, 5.60167, -0.03862], [3.48034, -3.07515, -1.11132], [-4.86205, -3.41793, 2.84085], [-4.48452, -1.64185, -1.36779], [3.31839, 1.57615, -4.37533], [-7.24873, 3.95687, -1.16243], [-5.34079, -1.96671, -0.96659], [6.80437, 0.22711, 2.15018], [-0.39961, -3.26132, 1.74968], [4.30090, 0.65325, 2.62161], [7.27359, -0.60508, 1.85405], [5.13248, -0.58561, -1.76646], [-1.16603, -5.29872, 0.82387], [-5.00981, -0.28627, 5.78261], [-3.74356, -4.67117, 5.94068], [-7.24802, 2.52261, 1.42603], [6.73407, -2.26278, -2.05934], [3.81040, -5.68080, -4.79915], [-5.12302, 0.44452, -0.82533], [-1.78109, 2.74239, 6.19400], [-2.84879, 1.07127, -1.31566], [-2.58483, -4.71294, 4.43385], [0.78469, 0.41030, -0.73390], [2.13366, 6.22849, 1.49307], [-2.69393, -4.46510, -1.99832], [2.17079, -2.94445, -5.02050], [-0.39488, 2.69220, 4.43499], [6.64496, -3.27563, -4.29306], [-2.07362, -3.60949, 4.87615], [0.78561, 1.08710, 6.18104], [1.65850, 0.82883, 4.19802], [-7.22553, 1.07794, 3.97005], [4.32523, 4.65238, -6.02049], [4.14123, -4.28542, -1.00574], [0.95519, 4.39444, 2.12198], [5.12893, 2.56800, -1.32190], [-0.77309, -6.18305, 0.51016], [1.71350, 5.09942, 1.29137], [-5.67932, -0.39082, 6.57662], [-1.17305, -3.36249, 4.47214], [-3.28543, 1.42832, 2.45175], [-6.47801, 2.44834, -1.23182], [0.96618, -4.52138, 0.41220], [2.68464, -0.97070, 3.48543], [-3.42360, -6.10193, 5.34875], [-1.03100, -2.47828, -3.87029], [-0.81476, 2.84724, -4.48561], [-1.77141, 2.79538, -3.71772], [-5.43803, 4.08681, -2.06657], [2.00819, -5.45180, -3.26500], [7.82903, -2.99986, 1.05098], [0.62897, 4.86682, 2.94911], [6.94363, 1.59936, -1.49886], [3.70625, 1.08470, 3.29603], [5.02182, -2.69717, -4.71621], [5.80828, -2.80320, -4.04640], [3.22331, 4.17951, -7.28150], [-3.68168, 3.34236, -2.99155], [-3.14161, 3.37912, 3.79942], [3.47304, 4.17572, -6.29987], [-1.32231, 4.91129, -1.22424], [-1.94360, -0.76209, 5.69181], [6.29636, 2.28809, -1.87813], [-0.73920, 6.60124, 0.09225], [-0.34550, 1.48462, 7.33738], [0.12989, 1.75128, 6.49035], [2.50593, 2.18480, -6.55080], [0.15919, 1.30002, -3.74292], [5.09208, -4.56778, -1.71873], [-5.71603, 2.74334, 4.25168], [-4.38058, 3.16933, -2.28926], [-2.64428, -5.40293, -2.37185], [4.36198, -0.59940, -3.26084], [2.81571, -5.23772, 0.31258], [-4.01378, 2.19354, 0.27425], [0.17683, 3.73919, -5.87992], [-2.39877, -4.51083, -0.99262], [1.92498, -1.48590, -6.74869], [-0.10270, -4.37343, 0.95072], [-3.70788, -5.17571, 5.07417], [-2.67267, 0.78821, 5.45806], [3.55512, 2.04795, 3.34830], [-3.86992, -0.91731, 6.13749], [0.92983, 3.39181, 2.11632], [-1.26135, 4.42526, -5.49888], [4.54635, 1.61598, -0.60826], [1.94441, 4.45567, 0.05716], [5.96282, -0.66457, 0.08691], [-5.17293, -3.37716, 3.80846], [1.81245, 0.20469, -6.43558], [-4.31288, -0.31011, -1.28209], [-8.13734, 0.85861, 3.55649], [3.25342, 2.93231, -5.90329], [-6.55564, 2.30412, 3.54199], [6.94458, -2.71900, -0.44686], [6.71242, 3.10564, -2.25998]], "forces_ev_per_a": [[0.0, -0.2, -0.2], [-0.4, 0.9, 0.4], [0.7, -0.8, -0.9], [0.5, -0.4, 0.8], [-0.1, 0.5, 0.3], [0.9, -1.3, 3.7], [-0.3, 0.2, 0.7], [0.9, 1.6, -1.7], [-0.7, -0.5, -0.1], [-1.9, -1.3, -2.5], [0.5, 0.1, 0.1], [1.3, 1.1, 0.8], [0.8, 0.4, -0.3], [0.4, -0.6, -0.3], [-0.4, -0.3, 0.3], [0.0, 0.7, -0.3], [1.5, -1.5, -1.1], [0.0, 0.1, -0.1], [-0.8, -0.9, -1.2], [-1.0, 0.8, 0.1], [0.8, 0.9, -0.9], [-0.5, 0.1, 0.2], [-0.3, -0.7, 0.3], [-0.5, 1.7, 0.8], [0.4, -0.4, -0.2], [-0.3, 0.3, -0.5], [0.3, -0.9, 0.8], [-0.5, -0.7, -0.6], [0.5, 0.4, 1.1], [1.0, 0.5, -1.8], [-0.3, -0.3, 0.2], [-1.0, -1.1, 0.8], [0.6, -1.2, -2.2], [0.1, 2.2, -1.3], [0.6, 0.5, 0.3], [-0.9, -0.9, 1.2], [0.7, 0.2, -0.1], [0.2, 1.3, 1.1], [-1.1, -2.6, 0.7], [-0.3, 0.4, -0.2], [0.0, -0.7, -0.1], [-0.2, 0.3, 0.3], [0.3, -1.6, 1.2], [-0.4, 0.2, 1.3], [0.3, 0.2, 0.5], [1.0, -1.8, -0.2], [-0.9, -0.3, 1.3], [-0.2, 0.1, 0.2], [-2.2, 4.2, -0.7], [0.3, 1.8, -3.3], [-0.2, -0.4, -0.7], [0.1, -0.1, -0.1], [0.4, 0.0, 1.3], [-0.5, 0.6, 0.5], [0.4, 0.4, 0.1], [0.0, -0.3, -0.1], [-0.1, 0.2, 0.3], [-1.1, -2.2, -1.3], [-0.9, -0.6, 0.5], [1.2, -1.0, 0.0], [-0.1, -0.2, 0.3], [0.3, -0.9, 1.2], [0.9, 3.0, 1.0], [0.3, -1.0, -0.6], [0.2, -0.5, -0.2], [0.7, 0.0, 0.3], [-1.2, 0.8, -0.6], [3.3, 0.4, -1.3], [0.0, 0.3, -0.5], [0.8, 1.1, 0.3], [-0.5, -0.8, 0.2], [0.7, 0.5, 1.1], [0.1, -0.1, -0.2], [0.1, 1.1, 0.3], [-0.2, -1.3, 1.9], [0.2, 0.4, -0.9], [-0.3, 0.0, 0.2], [-2.4, 1.8, -1.0], [0.4, 0.6, 0.6], [0.0, 0.1, 0.6], [1.2, 0.4, -2.4], [-0.8, -1.3, 1.4], [-1.0, -0.9, 1.0], [-1.1, -1.2, -0.4], [-0.2, 0.4, 0.2], [-0.6, 0.5, 0.0], [-0.4, 0.1, 0.1], [0.3, 0.2, 0.3], [0.7, -0.6, -0.9], [0.2, 0.3, -0.4], [1.8, -0.4, 2.0], [0.6, -0.6, -0.2], [3.1, 0.9, -1.8], [-2.3, 0.5, 2.0], [-0.8, 0.4, 0.6], [0.2, -0.4, 1.5], [1.4, -0.8, -0.6], [0.0, 0.3, -1.4], [-3.2, 2.0, 0.9], [-2.4, 0.9, 0.3], [-0.2, -0.1, -0.4], [0.4, -1.8, 0.4], [0.2, 0.4, 0.0], [-0.2, 0.0, 0.1], [0.3, -1.8, 1.4], [-0.6, -0.4, -0.9], [2.1, -0.8, -1.7], [0.3, -0.5, -0.2], [2.0, 2.8, -0.1], [0.9, -0.5, -0.9], [-2.2, 1.6, 1.2], [-0.2, 1.7, -1.6], [-0.3, -0.1, -0.1], [0.0, -0.4, -1.5], [-1.0, -0.1, 1.8], [1.0, -2.4, 0.1], [-0.7, 0.1, 0.4], [0.4, -0.2, -1.6], [0.3, 0.1, -1.2], [-0.5, 0.0, 0.1], [0.6, 0.6, -0.4], [0.4, 0.5, -0.2], [1.1, -0.3, -0.6], [0.4, -0.3, -0.4], [-0.6, -0.7, -0.2], [-0.8, -1.6, -0.8], [-0.5, -1.7, 1.1], [0.1, 0.3, 0.1], [2.2, 0.2, 0.0], [-0.1, 0.7, -1.4], [-0.1, 0.1, -0.3], [0.2, -0.1, 0.1], [-0.5, 0.2, -0.1], [0.2, -1.2, 0.5], [1.2, 0.0, 0.8], [-1.7, 0.7, -1.1], [0.3, 0.8, 0.0], [0.0, 0.6, -0.3], [0.0, -0.1, 0.7], [0.9, 1.5, -1.1], [-2.1, -1.9, 0.4], [1.1, -0.1, 0.0], [2.8, -1.2, -0.8], [1.1, 0.7, -0.5], [0.1, 0.1, 0.1], [0.4, -0.3, 1.4], [0.3, -0.2, -1.0], [-0.2, 0.0, 1.0], [0.7, 0.2, -0.4], [1.6, 1.1, 1.6], [-0.7, 0.0, -0.2], [-0.2, 0.1, -0.5], [0.5, -0.8, 0.1], [-1.0, 0.6, 0.4], [-0.4, -0.2, -1.0], [0.2, -0.1, -0.5], [-0.6, 0.2, -0.9], [-0.6, 1.0, 1.6], [-3.3, 0.4, 1.6], [-0.7, -0.2, 1.0], [-0.4, -0.3, 0.3], [0.2, 1.6, -0.2], [2.3, 2.3, -2.8], [-0.1, -0.2, -0.4], [-0.5, 0.1, -0.3], [-3.0, 0.6, 1.7], [1.4, 1.5, 0.3], [-0.4, 0.6, 0.0], [-0.1, 0.3, -0.4], [-0.2, -1.0, 0.5], [0.3, -1.3, 1.3], [0.6, 0.3, 0.2], [-1.9, -3.0, 3.9], [-2.0, -2.4, -2.0], [0.0, -0.4, -0.3], [0.5, 0.4, -0.4]], "e_tot_ev": -134874.8912, "e_above_lowest_kj_mol": 446.9, "e_lumo_ev": 0.00}